DFT (ωB97M-V with the def2-TZVPD basis set) results for 2 unconnected molecules or ions with the total composition C5H12O.

The geometry in XYZ format:
```
18
Properties=species:S:1:pos:R:3:forces:R:3
H -0.360 -2.996 -0.399 -0.1 0.0 0.1
C -0.530 2.416 -0.456 0.0 0.0 0.0
C 0.529 1.388 -0.614 -0.3 0.2 -0.8
H -0.607 2.725 0.590 0.0 0.0 -0.2
H -0.472 -2.706 1.342 -0.1 -0.1 -0.1
C -0.923 -2.461 0.375 -0.1 -0.2 0.1
O 1.292 1.101 0.381 0.2 0.3 0.7
H -1.229 -0.677 -0.834 0.2 -0.1 0.1
H 2.652 -0.009 1.394 0.0 0.1 -0.1
H -0.337 3.301 -1.075 -0.1 0.0 0.1
C -0.814 -0.967 0.138 -0.1 -0.1 0.0
H -1.507 2.011 -0.762 0.2 0.1 0.1
H 0.653 0.805 -1.523 0.0 0.1 0.1
H -1.334 -0.373 0.899 0.0 -0.2 0.0
C 2.098 0.059 0.474 0.5 -0.2 -0.1
H 2.369 -0.462 -0.438 0.0 0.1 0.1
H -1.953 -2.823 0.363 0.1 0.0 0.0
H 0.261 -0.753 0.228 -0.5 0.0 -0.2
```
Positions in Å, forces in eV/Å.

Computed properties:
**Charge**: 0
**LUMO level (spin up / spin down)**: 0.9 / 1.0 eV

Atomic charges from the Löwdin analysis, expressed in e, are listed below: number 1, H, carries 0.066; number 2, C, carries -0.065; number 3, C, carries -0.250; number 4, H, carries 0.086; number 5, H, carries 0.067; number 6, C, carries -0.164; number 7, O, carries -0.116; number 8, H, carries 0.072; number 9, H, carries 0.061; number 10, H, carries 0.072; number 11, C, carries -0.192; number 12, H, carries 0.076; number 13, H, carries 0.127; number 14, H, carries 0.085; number 15, C, carries -0.071; number 16, H, carries 0.076; number 17, H, carries 0.060; number 18, H, carries 0.009

DFT (ωB97M-V with the def2-TZVPD basis set) results for C5H12O in the gas phase.

The geometry in XYZ format:
```
18
Properties=species:S:1:pos:R:3:forces:R:3
H -0.652 0.589 -1.300 0.0 -0.1 0.1
H 1.660 1.585 0.032 0.1 -0.1 0.0
H -0.083 0.787 1.073 0.0 -0.1 0.0
H 3.373 1.286 0.388 -0.1 0.0 0.0
H 2.617 0.520 -1.033 -0.1 0.0 0.2
H -3.125 0.469 -1.311 0.1 0.0 0.2
H -2.606 1.390 0.111 0.1 -0.2 -0.1
C -1.155 -0.088 -0.595 0.0 0.0 -0.1
H 1.023 -1.905 0.990 0.0 0.1 -0.1
H 1.111 -1.219 -0.639 -0.1 0.1 0.1
H -0.883 -0.720 1.460 0.1 0.1 -0.2
O 2.175 -0.273 0.840 0.0 0.1 0.1
C -0.309 -0.210 0.675 0.0 0.0 0.0
C 2.457 0.826 0.015 0.1 0.3 -0.2
H -3.130 -0.290 0.291 0.1 0.1 -0.1
H -1.191 -1.067 -1.093 0.0 0.1 0.1
C -2.581 0.400 -0.361 -0.1 0.0 0.0
C 1.015 -0.965 0.432 -0.2 -0.2 -0.1
```
Positions in Å, forces in eV/Å.

Computed properties:
**Charge**: 0
**SMILES string**: CCCCOC
**LUMO level**: 1.1 eV

Atomic charges from the Löwdin analysis, expressed in e, are listed below: number 1, H, carries 0.109; number 2, H, carries 0.082; number 3, H, carries 0.110; number 4, H, carries 0.088; number 5, H, carries 0.092; number 6, H, carries 0.069; number 7, H, carries 0.073; number 8, C, carries -0.284; number 9, H, carries 0.121; number 10, H, carries 0.116; number 11, H, carries 0.111; number 12, O, carries -0.191; number 13, C, carries -0.193; number 14, C, carries -0.125; number 15, H, carries 0.072; number 16, H, carries 0.108; number 17, C, carries -0.122; number 18, C, carries -0.236

DFT (ωB97M-V with the def2-TZVPD basis set) results for 2 unconnected molecules or ions with the total composition C5H12O in a non-equilibrium geometry.

The geometry in XYZ format:
```
18
Properties=species:S:1:pos:R:3:forces:R:3
C -1.247 0.030 -0.011 0.4 1.1 -0.9
H -2.693 1.588 0.190 -0.1 0.5 -0.4
C -2.019 1.406 -1.984 1.1 0.7 0.3
H 4.174 0.136 0.677 0.2 0.4 0.4
C 2.187 -1.756 2.000 0.0 -2.0 0.0
H -1.431 2.340 -1.936 -0.2 -0.2 0.2
H -0.397 0.745 0.037 0.0 -0.6 0.0
H 3.033 -1.328 -0.127 -0.4 -1.3 0.0
H 2.147 -1.144 2.902 -0.1 -0.2 -0.2
O 3.646 -0.213 1.421 -0.5 -1.4 -1.7
H -3.240 0.176 -0.705 -0.1 0.4 0.0
H -1.460 -0.280 1.003 -0.1 -0.4 0.2
H -0.992 -0.824 -0.687 -0.2 0.6 0.7
H -2.814 1.622 -2.681 -0.5 -0.2 0.0
H -1.324 0.691 -2.448 -0.4 0.0 0.0
H 1.890 -2.808 1.991 -0.5 0.5 0.1
C 2.951 -1.272 0.953 1.2 4.1 1.4
C -2.412 0.891 -0.595 0.2 -2.0 -0.1
```
Positions in Å, forces in eV/Å.

Computed properties:
**Charge**: +1
**Spin multiplicity**: 2
**LUMO level (spin up / spin down)**: -5.6 / -8.7 eV

Atomic charges from the Löwdin analysis, expressed in e, are listed below: number 1, C, carries -0.157; number 2, H, carries 0.098; number 3, C, carries -0.123; number 4, H, carries 0.162; number 5, C, carries 0.268; number 6, H, carries 0.074; number 7, H, carries 0.061; number 8, H, carries 0.166; number 9, H, carries 0.129; number 10, O, carries 0.153; number 11, H, carries 0.099; number 12, H, carries 0.051; number 13, H, carries 0.075; number 14, H, carries 0.064; number 15, H, carries 0.066; number 16, H, carries 0.123; number 17, C, carries -0.008; number 18, C, carries -0.303

DFT (ωB97M-V with the def2-TZVPD basis set) results for 3 unconnected molecules or ions with the total composition C5H12O2 in a non-equilibrium geometry.

The geometry in XYZ format:
```
19
Properties=species:S:1:pos:R:3:forces:R:3
H 0.340 -1.047 1.683 0.4 -0.2 0.0
H 2.029 -0.043 -1.152 -0.4 0.2 -0.2
C -0.271 -3.370 0.287 0.2 0.6 0.1
H 0.434 -4.020 -0.253 -0.1 0.0 0.1
O -1.883 4.036 -0.334 0.0 0.0 0.0
H -0.024 -3.405 1.354 0.1 -0.1 0.0
H -0.660 0.729 -0.556 0.3 0.3 -0.1
H -0.954 -1.734 -1.012 0.4 0.1 -0.3
C 0.457 1.553 1.113 0.2 0.1 0.0
H 3.120 0.338 -2.166 -0.4 0.0 0.1
C -0.009 0.522 0.299 -1.1 -0.4 0.8
H 1.176 1.302 1.874 0.2 -0.2 0.4
H 0.131 2.587 1.157 -0.1 -0.1 -0.6
H -1.267 -3.793 0.191 -0.3 -0.4 -0.1
H -1.697 4.930 -0.635 -0.1 0.0 0.0
O 2.160 0.234 -2.077 0.7 -0.1 0.0
C -0.265 -1.936 -0.191 -0.5 -0.1 0.5
H -2.838 3.976 -0.241 0.0 0.0 0.0
C 0.020 -0.857 0.659 0.5 0.5 -0.8
```
Positions in Å, forces in eV/Å.

Computed properties:
**Charge**: -1
**Spin multiplicity**: 2
**LUMO level (spin up / spin down)**: 3.2 / 3.2 eV

Atomic charges from the Löwdin analysis, expressed in e, are listed below: number 1, H, carries 0.075; number 2, H, carries 0.016; number 3, C, carries -0.203; number 4, H, carries 0.038; number 5, O, carries -0.057; number 6, H, carries 0.046; number 7, H, carries 0.078; number 8, H, carries 0.055; number 9, C, carries -0.148; number 10, H, carries 0.018; number 11, C, carries -0.332; number 12, H, carries -0.021; number 13, H, carries -0.028; number 14, H, carries 0.033; number 15, H, carries 0.024; number 16, O, carries -0.096; number 17, C, carries -0.272; number 18, H, carries 0.027; number 19, C, carries -0.253

DFT (ωB97M-V with the def2-TZVPD basis set) results for C5H12O2 in the gas phase.

The geometry in XYZ format:
```
19
Properties=species:S:1:pos:R:3:forces:R:3
H -2.491 -0.641 -0.966 0.1 0.0 0.1
H 0.246 -2.623 0.764 0.1 0.1 0.0
C -0.411 1.255 -0.499 0.0 0.0 0.0
C -1.903 -0.750 -0.049 0.0 0.0 0.0
C 0.968 -1.797 0.820 0.1 -0.2 0.0
O 0.329 -0.543 0.883 0.0 0.1 0.0
O 1.652 1.870 0.663 0.0 -0.2 0.2
C 1.024 1.775 -0.594 -0.2 0.1 -0.4
H -0.918 1.778 0.323 0.0 -0.1 -0.1
H 1.639 -1.856 -0.049 -0.1 0.0 0.1
H 1.598 1.127 -1.283 -0.1 0.1 0.1
H -2.388 -0.172 0.744 0.1 -0.1 -0.1
H -0.033 -0.760 -1.131 0.0 0.1 0.1
H 1.557 -1.905 1.733 -0.1 0.0 -0.1
C -0.479 -0.250 -0.261 -0.1 0.0 -0.1
H 1.457 1.031 1.108 0.1 0.2 0.0
H -0.959 1.483 -1.423 0.1 0.0 0.1
H -1.917 -1.806 0.239 0.0 0.1 -0.1
H 1.031 2.783 -1.023 0.0 -0.1 0.0
```
Positions in Å, forces in eV/Å.

Computed properties:
**Charge**: 0
**SMILES string**: CO[C@@H](C)CCO
**LUMO level**: 1.0 eV

Atomic charges from the Löwdin analysis, expressed in e, are listed below: number 1, H, carries 0.085; number 2, H, carries 0.087; number 3, C, carries -0.136; number 4, C, carries -0.038; number 5, C, carries -0.093; number 6, O, carries -0.197; number 7, O, carries -0.070; number 8, C, carries -0.268; number 9, H, carries 0.129; number 10, H, carries 0.095; number 11, H, carries 0.119; number 12, H, carries 0.087; number 13, H, carries 0.144; number 14, H, carries 0.094; number 15, C, carries -0.420; number 16, H, carries 0.066; number 17, H, carries 0.125; number 18, H, carries 0.075; number 19, H, carries 0.116

DFT (ωB97M-V with the def2-TZVPD basis set) results for C5H12O2 in the gas phase.

The geometry in XYZ format:
```
19
Properties=species:S:1:pos:R:3:forces:R:3
H 0.019 2.469 -0.599 -0.1 -0.1 0.1
C 1.273 0.115 -0.573 0.0 0.0 0.0
H -0.838 0.044 -1.010 0.1 0.0 0.1
H -1.549 2.048 0.089 0.2 0.0 0.1
C -0.477 1.827 0.134 0.0 0.0 0.0
O -0.437 -0.503 0.934 0.0 0.0 0.0
H -1.825 -1.161 2.248 0.0 0.1 -0.1
H 1.886 0.135 0.336 -0.1 0.0 -0.1
C 1.492 -1.205 -1.309 0.1 0.3 -0.3
O 1.290 -2.341 -0.501 -0.2 -0.1 0.2
H 0.836 -1.226 -2.198 0.1 0.0 0.2
H 2.524 -1.254 -1.675 -0.1 0.0 0.1
C -1.713 -0.359 1.515 -0.2 0.0 0.1
H -1.813 0.603 2.034 0.0 -0.1 -0.1
H -0.108 2.100 1.129 0.0 -0.1 -0.1
H 1.606 0.935 -1.220 -0.1 -0.1 0.0
C -0.184 0.359 -0.176 0.1 0.1 -0.2
H -2.516 -0.440 0.768 0.1 0.0 0.1
H 0.535 -2.146 0.075 0.1 -0.1 0.0
```
Positions in Å, forces in eV/Å.

Computed properties:
**Charge**: 0
**SMILES string**: CO[C@@H](C)CCO
**LUMO level**: 1.0 eV

Atomic charges from the Löwdin analysis, expressed in e, are listed below: number 1, H, carries 0.080; number 2, C, carries -0.138; number 3, H, carries 0.150; number 4, H, carries 0.077; number 5, C, carries -0.052; number 6, O, carries -0.188; number 7, H, carries 0.093; number 8, H, carries 0.133; number 9, C, carries -0.274; number 10, O, carries -0.062; number 11, H, carries 0.116; number 12, H, carries 0.116; number 13, C, carries -0.102; number 14, H, carries 0.084; number 15, H, carries 0.092; number 16, H, carries 0.118; number 17, C, carries -0.410; number 18, H, carries 0.097; number 19, H, carries 0.069

> The highest charge belongs to which entry?

number 3

> What is the formula in the fifth record?

C5H12O2